# 1
Molecular formula: C20H40Br20
Method: DFT, ωB97M-V with the def2-TZVPD basis set

XYZ file:
```
80
Properties=species:S:1:pos:R:3:mulliken_charge:R:1
Br -4.276 2.872 -0.502 -0.143
Br -2.197 -5.307 0.342 -0.171
Br 7.480 -2.641 -4.039 -0.142
Br -1.226 4.593 6.579 -0.159
Br -1.068 0.912 -5.177 -0.188
Br 4.239 2.029 0.753 -0.092
Br -5.250 2.081 4.442 -0.163
Br -3.206 -5.309 5.839 -0.189
Br 3.059 3.100 -5.489 -0.158
Br 3.154 4.530 -2.243 -0.115
Br 4.353 -0.791 -3.741 -0.094
Br -0.306 -2.971 -2.785 -0.192
Br -0.779 -2.026 3.659 -0.077
Br 2.187 -0.878 -0.780 -0.023
Br -4.370 -1.410 -0.904 -0.105
Br -5.581 1.724 -4.020 -0.172
Br -2.908 0.419 1.742 0.015
Br 1.023 1.229 4.264 -0.119
Br 8.190 0.809 -1.337 -0.133
Br -0.277 1.715 -0.995 -0.018
C -1.136 -1.238 -3.261 0.063
C -0.754 3.015 5.520 -0.573
C -3.227 -4.004 -0.710 -0.568
C 0.561 1.033 0.676 -0.164
C 6.434 1.515 -0.949 -0.336
C 5.242 -1.927 -2.439 -0.188
C -3.477 2.590 -2.269 -0.126
C 5.996 1.204 0.462 -0.453
C -4.500 -0.137 2.740 -0.493
C -4.400 3.143 -3.329 -0.622
C -2.124 -3.417 4.012 -0.519
C -0.460 -0.846 -4.563 -0.490
C 2.945 2.598 -2.607 0.223
C 2.165 2.354 -3.868 -0.270
C 0.740 2.824 5.443 -0.502
C -2.062 -3.737 5.482 -0.681
C 0.791 -0.441 0.512 0.165
C 5.865 -3.143 -3.081 -0.775
C -5.481 1.013 2.841 -0.224
C -3.384 -2.771 0.140 -0.197
H 0.976 -1.019 1.418 0.300
H 5.159 -3.606 -3.765 0.397
H -0.104 1.232 1.511 0.117
H -3.831 3.466 -4.202 0.356
H -1.080 -4.054 5.806 0.405
H 5.763 1.124 -1.706 -0.124
H 5.984 -1.297 -1.948 0.043
H -2.537 3.135 -2.292 0.174
H 2.103 1.310 -4.161 -0.194
H -2.457 -2.244 0.334 -0.019
H 1.114 2.486 6.407 0.334
H -1.144 3.139 4.510 0.275
H -2.497 -2.947 6.083 0.389
H -3.138 -3.222 3.660 0.336
H -2.212 -1.362 -3.354 0.423
H -0.060 -1.016 0.141 -0.356
H 6.515 2.597 -1.010 0.491
H -1.286 2.162 5.927 0.367
H 5.853 0.151 0.708 0.327
H 0.609 -0.725 -4.428 0.200
H 1.368 3.623 5.071 0.395
H 1.476 1.595 0.823 -0.006
H 4.551 -2.170 -1.631 0.246
H 6.622 1.534 1.287 0.417
H 2.417 2.085 -1.809 -0.255
H -5.000 3.999 -3.042 0.447
H -0.949 -0.571 -2.426 -0.281
H -3.917 -3.061 1.041 0.332
H -4.930 -0.968 2.181 0.173
H 3.953 2.224 -2.755 0.253
H -3.268 1.535 -2.411 0.080
H -0.689 -1.596 -5.313 0.470
H -4.205 -4.387 -0.997 0.441
H -5.330 1.687 2.007 -0.092
H 6.174 -3.851 -2.317 0.428
H -1.855 -4.260 3.377 0.342
H -6.482 0.589 2.796 0.406
H -4.118 -0.570 3.660 0.419
H 1.176 2.801 -3.896 0.434
H -2.699 -3.857 -1.647 0.275
```

The largest force on an atom is 1.46 eV Å⁻¹. The calculation puts the HOMO-LUMO gap at 9.861 eV.


# 2
Molecular formula: C20H40Br20
Method: DFT, ωB97M-V with the def2-TZVPD basis set

XYZ file:
```
80
Properties=species:S:1:pos:R:3:mulliken_charge:R:1
Br 2.672 -4.530 1.497 -0.146
Br 5.790 -1.700 -0.437 -0.166
Br 3.100 2.840 7.277 -0.190
Br -1.030 2.026 5.104 -0.107
Br -3.756 -1.469 1.997 -0.162
Br 2.267 1.209 -1.922 0.086
Br 0.616 -0.826 -5.258 -0.146
Br -4.180 5.421 3.617 -0.171
Br 2.047 -2.527 -2.584 -0.046
Br 5.147 1.787 1.412 -0.126
Br -2.874 2.442 2.058 -0.035
Br -0.959 3.365 -3.161 -0.128
Br -6.074 0.240 -1.704 -0.171
Br -4.872 -4.811 -1.664 -0.190
Br 3.731 6.460 0.827 -0.172
Br 2.753 2.492 -5.179 -0.175
Br -0.222 -5.804 -1.159 -0.155
Br -2.966 -0.801 -3.167 -0.125
Br 1.321 1.291 2.052 -0.126
Br -1.039 -1.959 -0.494 0.130
C 1.174 2.623 6.857 -0.762
C 4.837 4.755 0.973 -0.643
C 0.154 -2.812 -3.342 0.514
C 4.086 1.081 -2.842 -0.470
C -1.603 1.654 -2.555 0.165
C -4.255 -0.404 0.378 0.006
C 4.058 3.438 1.077 -0.181
C -5.493 -1.081 -0.353 -0.232
C -2.915 1.224 -3.189 -0.416
C -4.632 2.791 2.789 -0.826
C 0.452 -1.041 0.495 -0.271
C 0.914 2.331 5.317 -0.577
C -4.594 3.540 4.095 -0.454
C 4.782 -3.342 -0.032 -0.604
C 3.932 -3.084 1.241 -0.313
C -2.985 -4.691 -1.118 -0.087
C -2.198 -6.056 -1.389 -0.630
C 0.415 -2.734 -4.874 -0.546
C 0.029 0.455 0.787 -0.261
C 3.817 0.920 -4.377 -0.304
H -0.913 0.337 1.324 0.217
H 1.265 3.202 4.765 0.425
H 3.139 0.076 -4.499 -0.027
H -6.311 -1.292 0.335 0.477
H -1.706 1.661 -1.470 -0.046
H -3.893 3.067 4.783 0.239
H -3.398 -0.390 -0.295 -0.179
H 1.507 1.500 4.934 0.390
H -4.523 0.617 0.653 0.233
H -2.913 -4.351 -0.085 0.430
H 4.734 1.903 -2.538 0.393
H -0.064 1.141 -0.055 -0.099
H 1.353 -3.219 -5.145 0.424
H 0.691 1.840 7.440 0.421
H -2.556 -6.856 -0.741 0.441
H -0.376 -3.159 -5.493 0.431
H -3.687 1.666 -2.560 0.318
H 4.251 -3.763 -0.885 0.342
H -5.312 3.111 2.001 0.487
H 0.494 -1.663 1.389 0.427
H 1.375 -1.110 -0.080 0.053
H -0.540 -2.054 -2.979 -0.600
H -0.198 -3.749 -2.912 -0.154
H -4.953 1.782 3.050 0.338
H -5.315 -2.037 -0.844 -0.024
H 4.773 0.738 -4.867 0.460
H -5.581 3.526 4.556 0.424
H 5.502 -4.098 0.281 0.424
H 3.326 -2.181 1.165 0.049
H -2.687 -3.851 -1.745 -0.212
H 3.245 3.426 1.803 0.172
H 4.566 0.157 -2.521 0.087
H -2.373 -6.431 -2.397 0.394
H 0.500 3.442 7.106 0.426
H -3.063 1.617 -4.195 0.515
H 5.435 4.920 1.869 0.368
H 3.479 3.126 0.208 0.140
H 5.553 4.749 0.152 0.385
H 4.512 -3.071 2.164 0.402
H -0.781 0.957 -2.719 -0.180
```

The largest force on an atom is 2.07 eV Å⁻¹. The calculation puts the HOMO-LUMO gap at 9.900 eV.


# 3
Molecular formula: C20H40Br2ClFO9Si2
Method: DFT, ωB97M-V with the def2-TZVPD basis set

XYZ file:
```
75
Properties=species:S:1:pos:R:3:mulliken_charge:R:1
Br -2.291 0.531 2.261 -0.108
Br -1.454 -2.662 2.407 -0.098
Cl -5.152 -1.644 -0.269 -0.305
Si -4.747 -0.113 -1.583 0.039
Si -1.910 0.552 -0.928 -0.605
F -7.397 1.198 -3.567 -0.315
O 0.038 0.874 -4.262 -0.648
O 4.005 1.420 2.918 -0.416
O 2.915 -0.340 2.302 -0.362
O -3.138 -0.071 -1.873 -0.123
O -0.481 4.036 -0.804 -0.227
O 4.843 -4.567 1.450 -0.300
O 3.889 -6.612 1.379 -0.559
O 2.842 -4.739 0.664 -0.328
O 2.153 1.680 1.647 -0.528
C 1.336 2.082 -2.691 -1.569
C -1.524 -1.722 0.764 0.129
C -1.594 6.224 -0.839 -1.024
C -5.677 -0.403 -3.160 -0.535
C -7.166 -0.076 -3.045 -0.271
C -2.223 2.342 -0.540 -0.975
C 3.231 3.463 4.011 -1.064
C 2.957 0.987 2.222 0.689
C 1.791 -0.927 1.638 -0.161
C -1.163 -2.575 -0.422 -1.048
C -0.434 5.368 -0.317 -0.345
C 6.008 -5.161 2.033 -0.658
C -0.994 3.045 0.070 -0.172
C 3.864 -5.427 1.172 0.751
C 1.660 -5.509 0.377 -0.224
C -0.335 0.311 -1.901 0.430
C 0.846 -5.766 1.624 -1.052
C -0.010 1.414 -2.933 0.827
C 4.153 2.851 2.981 -0.157
C -1.852 -0.433 0.693 0.625
H -0.782 2.193 -2.925 0.034
H -1.260 6.944 -1.589 0.293
H 1.963 -2.000 1.649 0.122
H -0.806 0.446 -4.451 0.314
H 6.381 -5.969 1.407 0.299
H -2.095 6.773 -0.040 0.311
H -7.787 -0.776 -3.607 0.265
H -5.206 1.117 -0.910 -0.143
H 3.980 3.269 1.990 0.271
H -2.327 5.573 -1.321 0.283
H -5.534 -1.436 -3.490 0.373
H -0.422 -0.641 -2.436 0.659
H -0.080 -2.568 -0.583 0.179
H -1.661 -2.214 -1.323 0.143
H 0.870 -0.687 2.168 0.235
H 1.943 -6.435 -0.123 0.412
H 1.732 -0.565 0.614 0.104
H -3.081 2.430 0.131 0.658
H 1.365 3.082 -3.124 0.306
H -1.263 3.496 1.031 0.470
H 2.113 1.466 -3.148 0.467
H 3.434 4.531 4.097 0.361
H 2.188 3.332 3.725 0.265
H 1.372 -6.429 2.309 0.414
H 0.499 0.182 -1.202 -0.478
H 1.112 -4.885 -0.328 0.221
H -0.177 2.341 0.283 -0.175
H 5.198 2.997 3.249 0.306
H -0.428 5.350 0.778 0.320
H -2.507 2.860 -1.462 0.385
H 0.527 5.781 -0.636 0.379
H 3.390 3.002 4.986 0.304
H -1.468 -3.607 -0.253 0.567
H 5.779 -5.548 3.025 0.298
H -7.527 -0.063 -2.011 0.177
H 0.642 -4.824 2.133 0.130
H -0.105 -6.229 1.358 0.376
H 1.542 2.193 -1.624 0.238
H -5.238 0.248 -3.923 0.324
H 6.737 -4.360 2.100 0.212
```

The largest force on an atom is 0.37 eV Å⁻¹. The calculation puts the HOMO-LUMO gap at 9.706 eV.


# 4
Molecular formula: C20H40NO3P3W
Method: DFT, ωB97M-V with the def2-TZVPD basis set

XYZ file:
```
68
Properties=species:S:1:pos:R:3:mulliken_spin:R:1
W -0.099 0.373 -2.166 -0.010
P -0.915 3.105 -0.839 -0.010
P -2.693 -2.361 0.328 0.246
P 3.576 -0.532 0.341 0.272
O 1.299 0.686 0.811 0.414
O 0.686 -2.178 1.865 -0.006
O -1.597 -0.008 0.744 0.434
N 0.690 -2.556 4.117 -0.001
C -0.710 3.386 0.957 -0.002
C -2.691 3.290 -1.212 -0.002
C -0.664 1.306 -3.793 -0.006
C 1.440 0.008 -3.354 0.008
C -1.529 -0.733 -0.245 0.231
C 3.953 -0.697 2.083 0.008
C 0.040 4.371 -1.736 -0.001
C 0.780 1.245 -3.696 0.013
C 0.639 -1.184 -3.174 0.011
C 4.514 0.640 -0.640 0.014
C 0.610 -2.024 5.471 -0.001
C 1.673 0.154 -0.203 0.228
C -1.452 0.111 -3.591 0.014
C -0.802 -1.136 -3.248 -0.003
C 0.543 -1.759 3.040 0.004
C 3.396 -2.075 -0.545 0.025
C 0.980 -3.968 3.916 0.000
C -1.476 -3.583 -0.144 0.021
C -3.254 -2.402 2.025 0.006
C -3.916 -2.172 -0.969 0.016
H -3.261 2.677 -0.489 0.000
H -0.380 -1.584 5.663 0.000
H -1.147 -3.406 -1.178 -0.002
H -4.374 -1.172 -0.900 0.001
H 0.366 3.335 1.211 0.001
H -1.376 -2.019 -3.041 -0.003
H -3.444 -2.262 -1.960 -0.003
H -3.890 -3.316 2.114 0.008
H 1.124 -2.124 -2.925 0.000
H -1.141 4.380 1.192 -0.001
H -3.845 -1.481 2.244 -0.001
H 0.789 -2.841 6.176 0.000
H 3.507 0.163 2.636 -0.001
H 4.065 0.742 -1.643 -0.001
H 4.492 1.626 -0.145 0.001
H -1.153 2.245 -3.987 0.001
H 3.277 -1.895 -1.621 -0.003
H 4.294 -2.676 -0.359 0.016
H 1.107 4.222 -1.487 0.000
H 5.540 0.253 -0.715 0.018
H 1.372 2.151 -3.816 0.004
H 5.066 -0.693 2.160 0.010
H -1.962 -4.565 -0.073 0.017
H -2.936 4.362 -1.151 0.000
H 1.883 -4.095 3.302 0.000
H -0.337 5.355 -1.417 -0.001
H 3.528 -1.650 2.475 -0.003
H -0.088 4.194 -2.819 0.001
H -2.535 0.152 -3.632 0.008
H -2.872 2.885 -2.224 0.001
H -4.672 -2.956 -0.827 0.015
H 1.130 -4.420 4.898 0.000
H 0.291 -0.712 3.278 0.000
H -0.596 -3.512 0.511 -0.004
H 1.362 -1.235 5.629 0.000
H 0.145 -4.468 3.404 0.000
H 2.505 -0.042 -3.229 -0.001
H 2.497 -2.591 -0.183 -0.002
H -1.226 2.572 1.501 0.001
H -2.381 -2.456 2.717 -0.003
```

As for the spin multiplicity: 3. The largest force on an atom is 14.60 eV Å⁻¹. As for the expectation value of S²: 2.0167. The charge is +4. The calculation puts the HOMO-LUMO gap (spin up / spin down) at 5.867 / 4.918 eV.


# 5
Molecular formula: C20H40O5
Method: DFT, ωB97M-V with the def2-TZVPD basis set

XYZ file:
```
65
Properties=species:S:1:pos:R:3:mulliken_charge:R:1
O -4.589 0.589 2.186 -0.410
O 2.543 0.457 3.940 -0.484
O 0.964 -2.134 -4.508 -0.492
O 1.600 -3.180 -0.144 -0.446
O 0.570 2.364 -2.593 -0.355
C 0.155 -0.380 -5.958 -0.659
C -2.696 -0.281 2.897 -0.834
C -4.139 -0.578 2.710 -0.339
C -3.653 1.072 1.232 -0.438
C -0.827 1.961 -2.619 0.058
C 3.125 -0.797 3.839 -0.142
C -2.386 0.978 1.967 0.239
C 1.449 0.335 4.976 -0.372
C -0.760 3.957 -1.365 -0.545
C -0.277 -1.906 -0.187 -0.231
C 1.959 -0.767 5.984 -0.817
C 0.807 -1.120 0.593 0.265
C 1.203 -0.797 -3.894 0.092
C 0.376 -3.102 -0.793 -0.320
C 0.572 3.394 -1.493 -0.571
C 2.003 -1.825 0.039 -0.147
C 1.210 0.217 -5.072 -0.696
C -1.670 3.295 -2.217 -0.630
C 0.065 -1.872 -5.650 -0.480
C 3.113 -1.303 5.267 -0.203
H 2.228 0.043 -5.658 0.328
H 0.499 -0.327 -6.920 0.402
H 0.490 -1.463 1.608 0.049
H -0.601 -1.315 -0.871 -0.082
H -2.771 2.898 -2.041 0.317
H -0.830 -2.132 -5.252 0.326
H -1.076 1.138 -1.906 -0.182
H 0.511 -0.450 -3.352 -0.058
H 4.099 -0.879 3.544 0.545
H -0.751 0.140 -5.741 0.221
H -3.423 0.343 0.270 0.161
H 2.857 -1.725 0.887 0.236
H -1.044 1.748 -3.616 0.381
H 4.201 -1.003 5.685 0.209
H -2.081 -0.996 2.631 0.303
H 0.659 0.048 4.234 0.010
H 1.219 4.348 -1.754 0.228
H -0.793 3.625 -0.364 0.116
H 0.997 3.038 -0.491 0.240
H 2.933 -2.504 5.325 0.218
H 2.046 -0.380 6.998 0.325
H 1.313 1.159 5.420 0.494
H 0.686 -3.034 -1.844 0.196
H 0.640 -0.004 0.571 -0.031
H -4.214 -1.555 2.095 0.249
H -1.736 3.873 -3.047 0.309
H 2.523 -1.485 3.063 -0.218
H -0.043 -4.146 -0.664 0.227
H 2.247 -1.327 -0.945 0.079
H -0.898 4.969 -1.157 0.603
H 0.142 -2.387 -6.665 0.273
H -2.179 1.857 2.693 0.398
H -2.503 0.150 3.778 0.290
H 2.252 -0.582 -3.539 0.306
H -3.697 2.136 1.121 0.395
H -4.643 -0.836 3.739 0.289
H 1.196 1.252 -4.899 0.472
H -1.387 0.824 1.380 -0.310
H -0.966 -2.294 0.510 0.251
H 1.181 -1.337 6.040 0.395
```

The largest force on an atom is 8.98 eV Å⁻¹. The calculation puts the HOMO-LUMO gap at 10.095 eV.


# 6
Molecular formula: C20H40O6S4
Method: DFT, ωB97M-V with the def2-TZVPD basis set

XYZ file:
```
70
Properties=species:S:1:pos:R:3:mulliken_charge:R:1
S -3.295 4.090 -0.574 0.366
S -3.913 -3.078 5.730 0.440
S -7.296 2.219 -3.830 0.477
S 9.321 -2.565 -0.410 0.414
O -1.511 0.807 2.257 -0.601
O -0.641 -2.252 -2.110 -0.581
O 8.327 -1.930 0.506 -0.509
O -1.888 3.921 -0.097 -0.576
O -5.889 2.050 -3.353 -0.587
O -3.181 -3.280 4.440 -0.569
C -7.776 0.686 -4.652 -0.992
C 3.402 1.168 0.531 -0.463
C -0.609 -1.631 -1.028 0.173
C -3.242 5.097 -2.071 -0.932
C 0.199 -0.260 -0.859 -0.456
C -3.398 -1.483 6.399 -0.894
C 2.217 1.982 -0.234 -0.817
C 0.814 1.914 0.524 -0.656
C -1.364 -2.248 0.244 -0.341
C -1.059 0.037 1.365 0.310
C 4.998 -1.006 0.320 -0.153
C -5.599 -2.576 5.322 -0.912
C -1.587 -1.465 1.412 -0.292
C 3.988 0.009 -0.401 -0.167
C -3.777 2.558 -1.394 -0.675
C 8.397 -3.523 -1.630 -0.958
C -7.242 3.227 -5.327 -0.946
C 5.487 -0.560 1.782 -1.019
C 10.023 -3.986 0.454 -0.940
C 0.007 0.551 0.280 0.871
H 2.515 3.092 -0.314 0.386
H 10.666 -4.546 -0.227 0.371
H 1.048 1.935 1.652 0.268
H 2.210 1.587 -1.300 0.384
H 5.941 -1.090 -0.333 0.017
H -6.130 -2.304 6.236 0.361
H -8.755 0.812 -5.118 0.380
H 7.697 -4.192 -1.127 0.301
H 10.617 -3.620 1.292 0.311
H 4.250 1.937 0.667 0.232
H 0.908 -0.010 -1.707 0.285
H -3.999 -1.245 7.279 0.365
H 5.808 0.528 1.790 0.208
H -7.834 -0.103 -3.901 0.318
H -4.238 5.143 -2.515 0.334
H 3.109 0.835 1.576 0.334
H -6.532 2.802 -6.038 0.314
H -2.158 -1.914 2.317 0.329
H 7.842 -2.830 -2.264 0.311
H -7.033 0.417 -5.404 0.315
H -4.757 2.685 -1.861 0.290
H -6.104 -3.419 4.849 0.313
H -5.580 -1.731 4.631 0.293
H 9.224 -4.627 0.829 0.298
H -1.726 -3.332 0.219 0.342
H -3.514 -0.705 5.642 0.277
H -2.349 -1.553 6.687 0.315
H -2.922 6.103 -1.799 0.325
H -8.238 3.273 -5.772 0.368
H 4.577 -2.061 0.405 0.280
H -3.833 1.769 -0.643 0.321
H 6.343 -1.246 2.129 0.313
H 4.630 -0.740 2.518 0.308
H -2.532 4.671 -2.782 0.300
H 0.142 2.844 0.346 0.318
H 4.549 0.504 -1.258 0.273
H -6.922 4.233 -5.053 0.303
H 3.106 -0.565 -0.849 -0.025
H -3.034 2.289 -2.147 0.248
H 9.091 -4.098 -2.245 0.403
```

The largest force on an atom is 4.09 eV Å⁻¹. The calculation puts the HOMO-LUMO gap at 7.922 eV.